*P*
C36H100N8O10 | ωB97M-V with the def2-TZVPD basis set

Geometry as ORCA input:
```
! RIJCOSX wB97M-V def2-TZVPD def2/J DEFGRID3
* xyz 0 1
C 1.322 0.914 2.029
O 2.601 1.372 1.817
C 3.497 1.180 2.834
C 4.952 1.587 2.471
C 5.622 0.668 1.481
N 5.891 1.822 3.644
H 0.975 1.349 2.966
H 1.331 -0.162 2.201
H 0.626 1.049 1.200
H 3.232 1.880 3.627
H 3.608 0.171 3.230
H 5.025 2.573 2.012
H 4.941 0.560 0.637
H 5.822 -0.349 1.817
H 6.530 1.117 1.078
H 5.750 2.675 4.165
H 6.856 1.883 3.352
C 1.500 5.580 -7.592
O 1.853 4.901 -6.424
C 0.798 4.835 -5.366
C 1.466 4.060 -4.143
C 1.741 2.604 -4.511
N 0.580 4.020 -2.978
H 0.703 5.038 -8.102
H 2.375 5.658 -8.237
H 1.085 6.528 -7.252
H 0.404 5.756 -4.935
H -0.005 4.209 -5.756
H 2.321 4.633 -3.785
H 2.628 2.473 -5.131
H 0.831 2.194 -4.949
H 1.920 1.977 -3.638
H 1.006 3.649 -2.141
H 0.260 4.908 -2.620
C -3.482 -9.199 3.566
O -3.400 -8.002 2.823
C -2.006 -7.496 2.759
C -1.951 -6.371 1.699
C -0.474 -5.979 1.392
N -2.616 -5.197 2.057
H -4.476 -9.616 3.409
H -3.386 -8.924 4.617
H -2.771 -9.943 3.207
H -1.687 -7.206 3.760
H -1.350 -8.345 2.568
H -2.393 -6.805 0.802
H 0.203 -6.833 1.406
H -0.105 -5.222 2.084
H -0.354 -5.534 0.405
H -3.566 -5.441 2.300
H -2.220 -4.936 2.948
C -8.279 0.270 0.436
O -6.923 0.387 0.428
C -6.314 1.644 0.279
C -4.787 1.719 0.103
C -4.313 0.849 -1.033
N -4.086 1.278 1.301
H -8.590 -0.762 0.273
H -8.832 0.870 -0.287
H -8.711 0.634 1.368
H -6.902 2.274 -0.389
H -6.562 2.082 1.246
H -4.503 2.732 -0.181
H -3.258 1.043 -1.227
H -4.852 1.094 -1.948
H -4.408 -0.213 -0.804
H -4.281 0.291 1.390
H -4.569 1.741 2.058
C -1.304 3.017 0.015
O -1.076 4.008 1.066
C -2.013 3.852 2.109
C -1.698 4.761 3.314
C -0.419 4.334 4.096
N -2.806 4.861 4.250
H -0.626 3.216 -0.815
H -2.301 3.016 -0.425
H -0.976 2.032 0.346
H -3.059 3.989 1.832
H -2.040 2.790 2.352
H -1.522 5.752 2.896
H -0.180 5.167 4.758
H 0.427 4.022 3.484
H -0.701 3.492 4.729
H -3.591 5.283 3.774
H -2.651 5.502 5.016
C -2.539 -1.064 -4.440
O -2.179 -2.331 -4.727
C -1.357 -2.963 -3.837
C -0.828 -4.238 -4.449
C 0.135 -5.068 -3.537
N 0.044 -3.878 -5.570
H -3.366 -1.045 -3.730
H -2.971 -0.548 -5.298
H -1.742 -0.448 -4.022
H -0.547 -2.325 -3.482
H -1.910 -3.178 -2.923
H -1.634 -4.918 -4.725
H 0.520 -5.943 -4.062
H -0.483 -5.487 -2.743
H 0.970 -4.485 -3.148
H -0.587 -3.235 -6.027
H 0.695 -3.253 -5.115
C 3.261 3.060 -1.202
O 4.141 3.281 -2.292
C 4.755 4.591 -2.247
C 5.645 4.737 -3.535
C 6.919 3.869 -3.310
N 6.036 6.125 -3.732
H 2.821 2.063 -1.220
H 2.458 3.796 -1.143
H 3.792 3.112 -0.252
H 4.028 5.398 -2.155
H 5.362 4.683 -1.346
H 5.110 4.438 -4.437
H 7.411 3.666 -4.261
H 6.660 2.945 -2.792
H 7.645 4.336 -2.644
H 5.247 6.731 -3.907
H 6.638 6.170 -4.542
C -0.390 -4.258 4.928
O -1.692 -3.950 4.464
C -2.078 -2.552 4.490
C -1.553 -1.937 3.161
C -1.698 -0.411 3.254
N -2.340 -2.194 1.969
H 0.373 -3.571 4.561
H -0.079 -5.268 4.662
H -0.344 -4.144 6.011
H -3.159 -2.440 4.577
H -1.685 -2.006 5.348
H -0.491 -2.167 3.078
H -1.345 0.167 2.400
H -1.199 -0.024 4.142
H -2.753 -0.217 3.452
H -2.425 -3.183 1.782
H -3.299 -1.920 2.131
C 3.751 -2.602 1.628
C 2.537 -3.424 2.079
O 2.767 -4.319 3.173
H 3.395 -1.704 1.123
H 4.384 -3.251 1.024
H 4.366 -2.355 2.494
H 2.101 -3.875 1.188
H 1.779 -2.740 2.460
H 3.049 -3.764 3.904
C 0.725 -0.596 -1.433
C -0.427 -1.093 -0.576
O 0.033 -2.334 -0.004
H 1.627 -0.532 -0.825
H 0.466 0.345 -1.918
H 0.889 -1.336 -2.217
H -1.348 -1.198 -1.149
H -0.741 -0.452 0.248
H -0.654 -2.576 0.621
*
```

* E_LUMO: 0.571 eV
* SMILES: COC[C@H](C)N.COC[C@H](C)N.COC[C@H](C)N.COC[C@H](C)N.COC[C@H](C)N.COC[C@H](C)N.COC[C@H](C)N.COC[C@H](C)N.CCO.CCO

***

*Q*
C36H100N8O10 | ωB97M-V with the def2-TZVPD basis set

Geometry as ORCA input:
```
! RIJCOSX wB97M-V def2-TZVPD def2/J DEFGRID3
* xyz 0 1
C -5.691 -6.470 0.065
O -5.825 -5.376 0.941
C -6.005 -4.131 0.267
C -4.698 -3.637 -0.343
C -3.515 -3.695 0.635
N -4.772 -2.293 -0.919
H -6.108 -6.325 -0.934
H -6.096 -7.377 0.514
H -4.623 -6.702 -0.074
H -6.732 -4.290 -0.537
H -6.369 -3.445 1.032
H -4.418 -4.273 -1.190
H -3.930 -3.936 1.618
H -2.897 -2.802 0.688
H -2.823 -4.513 0.419
H -5.554 -2.109 -1.545
H -4.884 -1.569 -0.218
C 2.561 6.970 -2.067
O 1.722 5.896 -1.701
C 1.842 5.570 -0.346
C 1.125 4.238 -0.085
C 0.377 4.159 1.236
N 1.982 3.066 -0.257
H 2.207 7.899 -1.604
H 2.474 7.083 -3.147
H 3.611 6.819 -1.797
H 2.885 5.397 -0.025
H 1.566 6.391 0.335
H 0.387 4.155 -0.891
H 1.027 4.444 2.067
H 0.009 3.148 1.410
H -0.499 4.811 1.267
H 2.381 3.043 -1.189
H 2.744 3.019 0.420
C 4.126 -1.299 -1.072
O 5.346 -1.429 -1.739
C 5.869 -0.217 -2.257
C 4.891 0.677 -2.991
C 4.380 -0.060 -4.231
N 5.533 1.940 -3.414
H 3.866 -2.233 -0.570
H 3.285 -0.995 -1.704
H 4.162 -0.621 -0.205
H 6.336 0.296 -1.406
H 6.710 -0.450 -2.916
H 4.091 1.103 -2.380
H 5.242 -0.353 -4.844
H 3.709 0.536 -4.846
H 3.938 -1.044 -4.050
H 6.232 1.767 -4.124
H 4.843 2.611 -3.710
C -3.334 2.507 2.921
O -3.699 1.816 1.738
C -4.925 1.145 1.871
C -5.410 0.712 0.503
C -5.633 1.877 -0.476
N -6.661 -0.069 0.679
H -3.925 3.429 2.988
H -2.267 2.708 2.907
H -3.626 1.940 3.811
H -4.829 0.238 2.482
H -5.705 1.767 2.335
H -4.653 0.095 0.025
H -4.715 2.110 -1.012
H -6.043 2.757 0.030
H -6.408 1.627 -1.204
H -6.785 -0.695 -0.109
H -7.437 0.580 0.587
C 0.446 -6.191 0.746
O 0.188 -4.979 0.082
C 1.168 -3.969 0.280
C 1.267 -3.462 1.711
C -0.120 -3.240 2.395
N 2.075 -2.252 1.682
H 0.307 -6.058 1.832
H 1.510 -6.465 0.706
H -0.218 -6.969 0.388
H 2.155 -4.355 -0.004
H 0.870 -3.196 -0.427
H 1.697 -4.262 2.318
H -0.945 -3.168 1.686
H -0.071 -2.403 3.088
H -0.324 -4.129 3.002
H 1.531 -1.492 1.284
H 2.357 -1.992 2.618
C 6.953 5.727 1.808
O 6.600 4.394 2.094
C 5.230 4.134 1.974
C 5.013 2.629 1.864
C 5.324 2.045 0.490
N 3.613 2.291 2.278
H 8.041 5.760 1.875
H 6.539 6.418 2.551
H 6.664 6.033 0.797
H 4.628 4.510 2.815
H 4.790 4.622 1.090
H 5.698 2.160 2.583
H 6.265 2.468 0.124
H 4.639 2.463 -0.248
H 5.465 0.984 0.672
H 3.645 2.192 3.284
H 3.406 1.393 1.852
C -2.416 -2.284 -7.142
O -1.240 -1.540 -6.905
C -1.364 -0.630 -5.848
C -0.033 0.015 -5.459
C 0.938 -1.053 -4.947
N -0.188 1.040 -4.417
H -3.095 -2.252 -6.286
H -2.132 -3.329 -7.290
H -2.929 -1.942 -8.044
H -2.046 0.211 -6.071
H -1.784 -1.088 -4.942
H 0.414 0.475 -6.346
H 0.519 -1.648 -4.133
H 1.851 -0.551 -4.637
H 1.142 -1.767 -5.746
H -0.281 0.521 -3.547
H -1.078 1.518 -4.541
C -0.777 0.074 8.576
O -1.373 0.567 7.392
C -0.418 0.870 6.417
C -1.057 1.007 5.049
C -1.910 -0.185 4.635
N 0.071 1.156 4.096
H -0.263 -0.870 8.358
H -1.552 -0.146 9.305
H -0.064 0.806 8.965
H 0.221 1.745 6.603
H 0.322 0.049 6.362
H -1.603 1.950 5.018
H -1.984 -0.367 3.562
H -2.939 -0.137 5.013
H -1.551 -1.120 5.083
H 0.662 0.327 4.169
H -0.264 1.040 3.144
C -1.071 -2.947 -2.010
C -2.090 -3.029 -3.135
O -2.842 -1.810 -3.158
H -0.346 -2.186 -2.291
H -0.527 -3.895 -1.957
H -1.488 -2.761 -1.026
H -2.758 -3.873 -2.917
H -1.674 -3.197 -4.127
H -3.586 -1.903 -2.545
C -0.451 0.253 -0.981
C -0.371 0.201 0.546
O 0.971 0.501 0.937
H -1.479 0.146 -1.341
H 0.247 -0.446 -1.442
H -0.141 1.244 -1.326
H -0.724 -0.725 0.993
H -1.032 1.026 0.850
H 1.190 1.362 0.538
*
```

* E_LUMO: 0.565 eV
* SMILES: COC[C@H](C)N.COC[C@H](C)N.COC[C@H](C)N.COC[C@H](C)N.COC[C@H](C)N.COC[C@H](C)N.COC[C@H](C)N.COC[C@H](C)N.CCO.CCO

***

The calculated energies rank the structures as follows, beginning with the most stable: *Q*, *P*.

***

*P*
C2H9NOS2 | ωB97M-V with the def2-TZVPD basis set

Geometry as ORCA input:
```
! RIJCOSX wB97M-V def2-TZVPD def2/J DEFGRID3
* xyz 0 1
N 1.366 -0.966 0.137
C -0.052 -0.874 -0.314
C -0.636 0.380 0.284
S -2.378 0.548 -0.175
S -3.372 0.039 1.550
H 1.345 -1.292 1.103
H 1.781 -1.758 -0.339
H -0.616 -1.712 0.129
H -0.026 -0.932 -1.399
H -0.103 1.251 -0.098
H -0.495 0.250 1.345
H -3.533 1.252 2.106
O 1.980 1.191 -1.740
H 2.497 1.994 -1.598
H 2.241 0.629 -0.992
*
```

* E_LUMO: 0.599 eV
* SMILES: NCCSS.O

***

*Q*
C2H9NOS2 | ωB97M-V with the def2-TZVPD basis set

Geometry as ORCA input:
```
! RIJCOSX wB97M-V def2-TZVPD def2/J DEFGRID3
* xyz 0 1
C -0.921 -0.888 1.590
S -2.653 -1.087 2.145
S -3.671 0.170 0.836
H -0.436 -1.874 1.624
H -0.604 -0.548 0.582
H -0.515 -0.130 2.235
H -2.688 0.285 -0.023
N 0.733 0.406 -2.005
C 1.736 0.657 -1.064
O 1.472 0.348 0.322
H 0.194 1.134 -2.433
H 0.363 -0.528 -2.046
H 2.048 1.711 -1.116
H 2.612 0.065 -1.397
H 2.330 0.280 0.750
*
```

* E_LUMO: 0.649 eV
* SMILES: CSS.NCO

***

The calculated energies rank the structures as follows, beginning with the most stable: *P*, *Q*.

***

*P*
C2H6IN2S | ωB97M-V with the def2-TZVPD basis set

Geometry as ORCA input:
```
! RIJCOSX wB97M-V def2-TZVPD def2/J DEFGRID3
* xyz 1 1
C 1.077 -0.509 0.400
C -0.430 0.250 -1.373
N 1.146 -1.510 1.273
N 0.010 -0.512 -0.398
S -2.087 2.440 0.493
I 2.629 0.843 0.107
H -1.433 0.305 -1.714
H 0.227 0.986 -1.680
H 0.431 -2.195 1.468
H 1.955 -1.644 1.921
H -0.816 -1.039 0.162
H -2.707 2.585 -0.658
*
```

* E_LUMO (alpha / beta): -5.091 / -5.670 eV

***

*Q*
C2H6IN2S | ωB97M-V with the def2-TZVPD basis set

Geometry as ORCA input:
```
! RIJCOSX wB97M-V def2-TZVPD def2/J DEFGRID3
* xyz 1 1
C -0.133 0.324 -1.110
C 0.831 -1.929 -1.655
N 0.017 1.276 -0.437
N -0.734 1.683 2.022
S -0.365 -0.741 -2.290
I -1.693 0.039 2.820
H 0.411 -2.798 -1.046
H 1.676 -1.328 -1.036
H 1.440 -2.433 -2.506
H -1.473 2.367 2.045
H -0.031 1.478 0.666
H 0.056 2.061 2.527
*
```

* E_LUMO: -4.438 eV

***

The calculated energies rank the structures as follows, beginning with the most stable: *Q*, *P*.